Record 1
The following is a quantum chemistry calculation of a molecular structure, C17H23AsAuBF4N2O4, from the Open Molecules 2025 dataset.

Results
Calculated total energy in eV: -105257.9475
E_LUMO in eV: -0.14
Total charge: 0

Structure (XYZ):
```
53
C17H23AsAuBF4N2O4 the ωB97M-V functional and the def2-TZVPD basis
Au 1.62 -0.48 1.06
O 2.85 -3.26 4.50
C 2.51 -3.25 3.39
O 2.17 -3.18 2.28
C 3.08 0.43 4.68
O 4.07 -0.03 5.07
O 2.08 0.87 4.30
N 2.62 1.05 -0.07
C 2.49 1.54 -1.12
N 2.37 2.10 -2.28
C 1.39 3.16 -2.53
C 2.10 4.34 -3.17
C 2.87 3.90 -4.42
C 3.84 2.77 -4.10
C 3.11 1.61 -3.45
H 0.90 3.41 -1.59
H 0.62 2.75 -3.20
H 2.79 4.79 -2.44
H 1.36 5.11 -3.43
H 3.40 4.75 -4.85
H 2.15 3.56 -5.17
H 4.62 3.13 -3.42
H 4.33 2.42 -5.01
H 3.78 0.81 -3.12
H 2.37 1.16 -4.13
C -0.82 -0.92 3.74
As -0.59 -0.91 1.81
C -1.97 0.31 1.26
C -1.22 -2.70 1.36
C -2.72 -2.81 1.41
C -3.37 -3.16 2.59
C -4.76 -3.20 2.64
C -5.51 -2.88 1.51
C -4.86 -2.53 0.34
C -3.47 -2.49 0.29
H -1.86 -1.09 3.99
H -0.49 0.03 4.15
H -0.20 -1.71 4.17
H -2.85 0.11 1.87
H -2.18 0.18 0.21
H -1.62 1.33 1.42
H -0.74 -3.38 2.06
H -0.85 -2.90 0.36
H -2.80 -3.42 3.47
H -5.26 -3.48 3.56
H -6.59 -2.91 1.55
H -5.43 -2.29 -0.55
H -2.96 -2.21 -0.63
F 0.75 -0.15 -2.77
B -0.48 -0.08 -2.10
F -0.59 1.17 -1.45
F -1.55 -0.27 -2.97
F -0.51 -1.09 -1.09
```

Löwdin population analysis, charges in e, atoms 1 to 5: atom 1 (Au): 0.58, atom 2 (O): 0.21, atom 3 (C): -0.42, atom 4 (O): 0.13, atom 5 (C): -0.42

***

Record 2
The following is a quantum chemistry calculation of a molecular structure, C4H8O2, from the Open Molecules 2025 dataset.

Results
Calculated total energy in eV: -8368.9480
E_LUMO in eV: 0.71
Total charge: 0
Energy relative to the best compared isomer or geometry (same formula, charge and spin) in eV: 4.334

Structure (XYZ):
```
14
C4H8O2 the ωB97M-V functional and the def2-TZVPD basis
O -1.40 -0.79 -1.74
C -1.10 -0.03 -0.60
C 0.15 -0.41 0.14
C 1.47 0.13 -0.42
O 1.63 1.01 0.70
C 0.44 0.52 1.32
H -2.09 -0.98 -0.98
H -2.06 -0.42 0.16
H -1.21 1.04 -0.77
H 0.14 -1.49 0.34
H 2.27 -0.61 -0.49
H 1.40 0.68 -1.37
H 0.64 0.02 2.27
H -0.30 1.31 1.48
```

Löwdin population analysis, charges in e, atoms 1 to 5: atom 1 (O): -0.09, atom 2 (C): -0.31, atom 3 (C): -0.25, atom 4 (C): -0.14, atom 5 (O): -0.10

***

Record 3
The following is a quantum chemistry calculation of 10 unconnected molecules or ions with the total composition C39H63N3O21, from the Open Molecules 2025 dataset.

Results
Calculated total energy in eV: -88925.8882
E_LUMO in eV: -0.02
Total charge: 0
Energy relative to the best compared isomer or geometry (same formula, charge and spin) in eV: 3.497
SMILES: C[C@H]1COC(=O)O1.C[C@H]1COC(=O)O1.C[C@H]1COC(=O)O1.C[C@H]1COC(=O)O1.C[C@H]1COC(=O)O1.C[C@H]1COC(=O)O1.COC(=O)OC.CCCC#N.CCCC#N.CCCC#N

Structure (XYZ):
```
126
C39H63N3O21 the ωB97M-V functional and the def2-TZVPD basis
C 5.86 1.03 4.02
C 5.00 0.94 2.79
C 3.72 0.11 3.05
O 2.78 1.07 2.42
C 3.29 2.20 2.11
O 2.66 3.19 1.73
O 4.56 2.17 2.28
H 6.51 1.87 3.90
H 6.54 0.18 4.12
H 5.25 1.29 4.86
H 5.59 0.37 2.05
H 3.36 -0.11 4.00
H 3.81 -0.70 2.35
C -4.17 0.66 5.53
C -4.88 0.07 4.35
C -5.27 0.99 3.19
O -4.46 0.56 2.09
C -3.72 -0.46 2.49
O -2.89 -1.09 1.80
O -3.95 -0.77 3.74
H -4.06 -0.15 6.30
H -4.73 1.41 6.00
H -3.17 1.05 5.32
H -5.70 -0.58 4.61
H -4.96 2.01 3.40
H -6.27 0.96 3.05
C -2.98 0.63 -1.15
C -2.49 -0.10 -2.42
C -3.12 0.45 -3.77
O -2.00 0.40 -4.53
C -0.89 0.47 -3.85
O 0.19 0.41 -4.43
O -1.12 0.24 -2.61
H -4.05 0.41 -0.84
H -2.87 1.72 -1.31
H -2.43 0.25 -0.24
H -2.60 -1.16 -2.30
H -3.30 1.39 -3.41
H -4.02 0.01 -4.24
C 3.17 -1.08 -4.34
C 3.87 -1.99 -3.27
C 5.36 -1.59 -3.23
O 5.65 -1.77 -1.82
C 4.50 -1.71 -1.07
O 4.41 -1.79 0.11
O 3.48 -1.56 -1.92
H 2.79 -0.18 -3.83
H 2.28 -1.49 -4.74
H 3.85 -0.82 -5.12
H 3.67 -3.14 -3.35
H 5.57 -0.55 -3.54
H 5.87 -2.31 -3.78
C 0.41 -3.81 -3.55
C 0.42 -4.10 -5.07
C 0.38 -2.88 -5.92
O 1.62 -2.90 -6.52
C 2.32 -3.89 -6.14
O 3.51 -4.10 -6.56
O 1.69 -4.63 -5.29
H -0.49 -3.23 -3.23
H 1.38 -3.32 -3.35
H 0.40 -4.80 -3.00
H -0.39 -4.80 -5.29
H 0.26 -2.00 -5.27
H -0.36 -2.89 -6.70
C -0.79 2.89 1.13
C -2.26 2.76 1.53
C -2.59 3.78 2.68
O -3.67 4.44 2.17
C -3.84 4.22 0.89
O -4.56 4.91 0.12
O -3.10 3.22 0.49
H -0.55 3.92 1.08
H -0.62 2.27 0.21
H -0.15 2.42 1.86
H -2.44 1.70 1.59
H -1.93 4.50 2.69
H -2.82 3.47 3.70
C 5.65 2.08 -5.56
O 4.90 1.61 -4.43
C 5.13 2.09 -3.17
O 6.37 2.61 -2.76
O 4.18 1.86 -2.30
C 4.39 1.91 -0.94
H 6.57 1.38 -5.61
H 6.05 3.14 -5.54
H 5.03 1.88 -6.40
H 5.05 2.79 -0.59
H 5.03 1.06 -0.71
H 3.43 2.06 -0.56
C 0.95 -0.48 0.21
C 0.47 -1.82 -0.16
C -0.74 -2.52 0.55
C -0.52 -2.35 1.99
N -0.32 -2.25 3.14
H 1.72 -0.28 -0.42
H 1.23 -0.43 1.25
H 0.22 0.32 -0.07
H 1.34 -2.46 -0.04
H 0.43 -1.87 -1.21
H -0.68 -3.56 0.14
H -1.69 -2.19 0.20
C 0.48 3.15 4.42
C -0.07 1.77 4.32
C -0.10 0.93 5.62
C 1.20 0.75 6.29
N 2.28 0.64 6.74
H 0.43 3.74 3.48
H 1.50 2.84 4.56
H 0.04 3.48 5.40
H 0.41 1.14 3.52
H -1.08 1.88 3.85
H -0.86 0.13 5.46
H -0.52 1.39 6.43
C -6.50 -2.31 1.60
C -6.33 -1.58 0.30
C -5.38 -2.27 -0.71
C -6.00 -3.46 -1.42
N -6.44 -4.25 -2.02
H -5.64 -2.89 1.92
H -7.40 -2.87 1.59
H -6.72 -1.52 2.42
H -5.86 -0.61 0.55
H -7.19 -1.33 -0.30
H -4.35 -2.39 -0.35
H -5.41 -1.48 -1.48
```

Löwdin population analysis, charges in e, atoms 1 to 5: atom 1 (C): -0.01, atom 2 (C): -0.31, atom 3 (C): 0.02, atom 4 (O): 0.05, atom 5 (C): -0.67

***

Record 4
The following is a quantum chemistry calculation of a molecular structure, C20H22BN4OPdS5, from the Open Molecules 2025 dataset.

Results
Calculated total energy in eV: -87441.1919
E_LUMO in eV: 2.40
Total charge: -1
Energy relative to the best compared isomer or geometry (same formula, charge and spin) in eV: 1.355

Structure (XYZ):
```
54
C20H22BN4OPdS5 the ωB97M-V functional and the def2-TZVPD basis
Pd -0.02 0.02 0.87
S 2.29 -0.20 1.12
S 2.54 -1.05 3.00
S 1.29 0.12 4.11
S -0.53 -0.36 3.30
B -2.25 2.15 -1.01
N -2.80 1.01 -0.09
C -4.10 0.71 -0.02
C -4.25 -0.49 0.66
C -2.94 -0.86 0.98
N -2.09 0.06 0.52
N -0.81 2.63 -0.65
C -0.38 3.86 -0.97
C 0.97 3.95 -0.67
C 1.29 2.70 -0.16
N 0.22 1.91 -0.16
H -2.26 1.77 -2.16
H -2.98 3.10 -0.85
H -4.83 1.36 -0.48
H -5.16 -1.01 0.90
H -2.57 -1.70 1.53
H -1.06 4.58 -1.37
H 1.62 4.80 -0.79
H 2.22 2.33 0.24
O -0.26 -2.42 0.38
S -0.18 -2.88 -1.04
C 1.07 -1.85 -1.85
C 1.29 -2.28 -3.26
C 0.23 -2.27 -4.18
C 0.43 -2.68 -5.49
C 1.68 -3.12 -5.90
C 2.74 -3.12 -5.00
C 2.54 -2.71 -3.69
C 0.71 -4.47 -1.01
C 2.12 -4.42 -0.52
C 3.14 -4.94 -1.32
C 4.46 -4.92 -0.90
C 4.78 -4.36 0.33
C 3.77 -3.84 1.13
C 2.45 -3.87 0.72
H 1.97 -1.87 -1.23
H 0.65 -0.84 -1.77
H -0.74 -1.92 -3.86
H -0.40 -2.67 -6.18
H 1.84 -3.44 -6.92
H 3.72 -3.45 -5.32
H 3.36 -2.72 -2.98
H 0.65 -4.86 -2.03
H 0.07 -5.08 -0.37
H 2.88 -5.36 -2.29
H 5.23 -5.33 -1.53
H 5.81 -4.33 0.66
H 4.01 -3.38 2.09
H 1.68 -3.44 1.35
```

Löwdin population analysis, charges in e, atoms 1 to 5: atom 1 (Pd): 0.44, atom 2 (S): 0.02, atom 3 (S): -0.14, atom 4 (S): -0.19, atom 5 (S): -0.09